Entry 1:
This record from the Open Molecules 2025 dataset describes a cluster of 6 separate species, C24H42N6 in total in a non-equilibrium geometry. The level of theory is wB97M-V/def2-TZVPD.

Results
max |F| = 2.66 eV/A
charge = 0
HOMO = -11.21 eV
2S+1 = 1
frontier orbital gap = 0.419 Ha
SMILES string = CCCC#N.CCCC#N.CCCC#N.CCCC#N.CCCC#N.CCCC#N
lowest unoccupied orbital energy = 0.193 eV

```
72
Properties=species:S:1:pos:R:3:forces:R:3
C -1.385240 -3.924965 0.551048 1.1 0.0 0.9
C -1.397286 -4.081409 -0.964810 -0.1 0.2 1.1
C 0.007595 -4.360626 -1.524083 -0.4 0.8 0.2
C 0.502600 -5.712600 -1.273825 -0.1 0.1 -0.2
N 0.924125 -6.767162 -1.107689 0.0 -0.1 0.1
H -0.691209 -3.123140 0.842360 0.1 -0.1 -0.3
H -0.976181 -4.807705 1.054587 -0.4 -0.1 0.1
H -2.308032 -3.579270 1.015460 -0.3 -0.6 -0.3
H -1.760331 -3.086205 -1.223658 0.0 -0.3 -1.2
H -2.053225 -4.892428 -1.278126 -0.3 0.3 -0.1
H 0.699585 -3.660625 -1.048068 0.1 0.0 -0.2
H -0.012076 -4.148352 -2.592537 0.3 -0.2 -0.1
C -4.475906 0.035083 -4.693950 0.2 0.2 -0.9
C -4.966444 -0.775801 -5.887581 -1.6 -1.3 0.8
C -6.192756 -0.172947 -6.608766 0.8 -0.1 0.1
C -7.342497 -0.037962 -5.714168 0.1 0.4 0.1
N -8.264284 0.021684 -5.031549 0.1 0.0 0.0
H -4.313108 1.080531 -4.975385 0.4 -0.1 0.0
H -3.558840 -0.464188 -4.391859 0.1 0.5 0.5
H -5.198566 0.089298 -3.882333 0.0 -0.4 0.0
H -5.344968 -1.725057 -5.478733 0.2 0.0 0.0
H -4.201913 -1.109798 -6.586274 0.2 0.6 -0.2
H -6.556585 -0.824555 -7.404408 0.3 0.1 -0.3
H -5.830772 0.780225 -6.998086 -0.7 0.2 -0.2
C 1.312273 5.317951 -0.322650 -0.4 -0.1 0.7
C 2.731566 5.382675 0.222411 0.5 0.3 0.8
C 3.884248 5.510530 -0.804628 -1.2 -1.5 -0.1
C 3.583660 6.442980 -1.861255 0.3 1.0 -0.3
N 3.370638 7.174565 -2.720067 -0.1 -0.1 0.0
H 1.235979 4.487119 -1.024510 -0.1 0.4 -0.6
H 0.919803 6.280756 -0.647518 0.4 -0.1 -0.8
H 0.556534 5.066858 0.431593 0.5 -0.2 0.4
H 2.924585 4.491949 0.825829 0.1 -0.1 -0.2
H 2.908578 6.199191 0.928129 -0.6 0.2 0.0
H 3.925973 4.554029 -1.343512 0.4 0.0 0.2
H 4.820302 5.687319 -0.285464 0.1 0.2 -0.2
C 0.917959 3.054455 3.582814 1.2 -1.1 -0.4
C 0.528838 3.758886 4.861183 -2.5 -0.3 -0.9
C 0.413722 2.743697 6.018137 0.9 0.9 0.3
C -0.701619 1.824221 5.877039 -0.1 0.1 -0.3
N -1.567223 1.087352 5.730385 -0.2 -0.1 0.0
H 0.315289 2.203331 3.254014 -0.7 0.3 0.6
H 1.853875 2.510030 3.776965 0.3 0.5 -0.3
H 1.006864 3.663377 2.682625 0.2 0.3 0.3
H -0.504986 4.111074 4.722718 0.0 0.0 0.0
H 1.035290 4.709599 5.008284 0.8 -0.5 0.6
H 0.299958 3.287414 6.957875 0.0 -0.2 0.1
H 1.317289 2.131127 6.073252 0.1 0.1 0.2
C 4.577836 -5.703448 2.857638 -0.6 -0.2 0.3
C 3.688142 -4.448230 2.801737 0.1 -0.3 -0.1
C 3.462289 -4.145907 1.307672 0.3 0.2 0.5
C 2.539444 -3.038943 1.016323 0.2 -0.5 -0.1
N 1.769137 -2.233116 0.742478 0.1 0.2 0.1
H 5.583068 -5.540502 2.473811 0.1 0.2 0.1
H 4.139819 -6.503264 2.255016 -0.1 0.1 -0.1
H 4.609583 -6.126792 3.861848 0.3 0.2 0.1
H 4.149045 -3.593781 3.298763 0.2 0.0 -0.1
H 2.758225 -4.596113 3.351354 -0.1 -0.2 -0.3
H 3.129826 -5.048964 0.799037 -0.3 0.0 -0.1
H 4.458176 -3.933983 0.914475 -0.2 0.3 -0.3
C -1.134624 1.617758 0.672810 -0.3 0.4 1.3
C -0.037655 0.612316 0.381100 -0.2 0.1 0.3
C 0.004339 0.205022 -1.083168 0.3 0.3 -1.1
C -1.287678 -0.248894 -1.626475 0.0 -0.4 0.6
N -2.291792 -0.675916 -1.989163 0.2 0.2 -0.1
H -1.111072 2.601284 0.198544 0.3 -0.3 -0.6
H -1.009804 1.875169 1.729836 -0.3 -0.1 0.0
H -2.138002 1.200921 0.585465 0.0 0.0 -0.2
H -0.176195 -0.242096 1.045405 -0.2 -0.2 -0.3
H 0.902041 1.020296 0.761560 0.3 0.0 -0.7
H 0.754904 -0.535595 -1.365358 -0.1 -0.2 0.5
H 0.267864 1.050265 -1.731923 0.0 0.2 0.3
```
Positions in Å, forces in eV/Å.

Löwdin population analysis, charges in e, atoms 1 to 2: number 1, C, carries -0.117; number 2, C, carries -0.244



Entry 2:
This record from the Open Molecules 2025 dataset describes a structure of composition C24H42O2P2Re in a non-equilibrium geometry. The level of theory is wB97M-V/def2-TZVPD.

Results
max |F| = 5.90 eV/A
⟨S²⟩ = 3.763
charge = +2
HOMO (spin up / spin down) = -12.17 / -11.92 eV
2S+1 = 4
frontier orbital gap (spin up / spin down) = 0.222 / 0.209 Ha
lowest unoccupied orbital energy (spin up / spin down) = -6.123 / -6.225 eV

```
71
Properties=species:S:1:pos:R:3:forces:R:3
Re 1.055139 -0.760592 2.151458 3.7 4.3 -1.6
C -0.840342 -0.974990 2.963586 -0.6 -0.6 0.4
C -0.479986 -2.145157 2.179289 -1.0 -1.3 0.4
C 1.085382 -1.889732 3.892541 -0.5 -0.7 0.9
C 0.125301 -0.829281 4.021673 -0.6 -1.3 0.4
C 0.708055 -2.711734 2.777410 -1.4 -0.8 1.1
C -2.100867 -0.181449 2.931795 0.0 0.4 -0.1
H -2.743572 -0.469781 2.101146 -0.1 -0.1 0.1
H -1.891268 0.895095 2.847758 -0.1 -0.2 0.1
H -2.638302 -0.334250 3.878078 0.0 0.0 -0.3
C 0.093305 0.175403 5.114205 0.4 0.6 0.2
H -0.933909 0.410654 5.415967 0.2 -0.2 0.0
H 0.565313 1.113249 4.814193 -0.1 0.0 0.0
H 0.661082 -0.191577 5.974090 -0.3 0.0 0.0
C 2.209757 -2.121360 4.831689 0.3 -0.1 -0.1
H 1.944128 -2.865487 5.596174 0.0 0.2 -0.2
H 2.479412 -1.185556 5.317664 0.1 -0.1 0.1
H 3.081567 -2.489752 4.288567 0.0 0.0 0.1
C 1.380615 -3.998784 2.426066 0.4 0.3 -0.2
H 1.223200 -4.770569 3.191632 -0.1 0.3 -0.2
H 2.456844 -3.821071 2.375738 0.1 -0.3 -0.1
H 1.031410 -4.374115 1.462332 0.1 -0.1 0.1
C -1.345266 -2.840672 1.177333 0.0 -0.2 0.0
H -1.880705 -3.682745 1.645801 0.1 0.3 -0.2
H -0.726999 -3.260631 0.375183 -0.2 0.1 0.0
H -2.084072 -2.154251 0.748814 0.1 -0.2 0.0
C -1.428364 3.025861 0.009553 4.0 1.4 2.1
C -2.556233 2.541087 -0.542420 -3.7 -1.7 -2.1
C -2.931468 1.085330 -0.433217 -0.6 0.5 0.4
C -2.431776 0.057957 -1.465935 -0.2 0.2 -0.1
C -1.105614 0.241971 -2.257356 0.2 -0.6 0.1
C 0.190395 0.353733 -1.445774 1.2 -0.6 1.3
C 0.720066 1.677476 -0.860985 0.5 0.3 0.9
C -0.052782 2.992859 -0.599286 0.0 0.7 0.5
H -4.026656 1.042336 -0.504587 0.2 -0.2 0.3
H -3.258978 -0.113551 -2.179011 0.6 0.0 0.0
H -2.649662 0.756836 0.574162 0.0 0.0 -0.2
H -0.019707 3.643664 -1.477533 0.0 -0.1 0.1
H -1.441326 3.520432 0.996843 -0.2 -0.5 -0.3
H -3.374038 3.211575 -0.827810 0.3 0.0 -0.2
H 0.565191 3.494433 0.158186 0.1 0.0 -0.4
H 1.147381 1.381074 0.111037 -0.2 0.1 -0.4
H 0.187100 -0.391548 -0.635900 -0.5 0.1 0.2
H 1.608805 1.997267 -1.421528 0.0 0.1 -0.1
H -2.291572 -0.890262 -0.920369 -0.1 0.2 -0.4
H -1.094065 -0.730821 -2.775006 0.3 0.0 0.0
P -0.764763 1.265500 -3.689964 -0.6 -0.4 -1.2
C -1.068597 3.003030 -3.603093 -0.1 0.7 -0.3
C -1.607024 0.627327 -5.158063 0.0 0.0 0.0
P 1.567919 -0.225212 -2.552539 -1.6 -0.6 -2.6
C 1.012936 0.928790 -3.929078 0.3 -0.2 -0.1
C 1.118595 -1.927317 -3.037172 0.2 -0.4 -0.2
C 3.380344 -0.299269 -2.481219 0.4 0.4 0.9
H -0.114693 3.532586 -3.473136 -0.5 0.0 0.0
H -1.764858 3.206132 -2.778800 0.2 0.1 -0.2
H -1.517699 3.309536 -4.559754 0.1 0.0 0.3
H -1.282734 1.204408 -6.038460 -0.1 -0.1 0.3
H -2.692099 0.743077 -5.052869 0.2 0.0 0.0
H -1.377623 -0.431208 -5.326304 0.0 0.2 0.1
H 3.864483 -0.003367 -3.424109 -0.6 0.1 0.1
H 3.688154 -1.335006 -2.267264 -0.3 0.4 0.1
H 3.751934 0.361298 -1.693253 0.1 -0.1 0.0
H 1.526404 1.897878 -3.877018 0.1 -0.3 0.1
H 1.158818 0.522336 -4.946282 0.1 0.1 0.5
H 1.925988 -2.580527 -2.684630 -0.2 0.1 -0.1
H 1.001983 -2.112936 -4.122281 0.1 0.4 0.5
H 0.208703 -2.254019 -2.533723 0.0 0.0 0.0
O 1.511154 2.215388 3.032279 1.3 -1.0 -1.5
C 2.443460 1.810968 2.325288 -1.0 1.2 1.2
O 2.534048 0.633198 1.759513 -0.7 -0.6 -0.4
H 3.303214 2.468844 2.108706 -0.1 -0.1 0.1
```
Positions in Å, forces in eV/Å.

Löwdin population analysis, charges in e, atoms 1 to 2: number 1, Re, carries 1.384; number 2, C, carries -0.361



Entry 3:
This record from the Open Molecules 2025 dataset describes a structure of composition C24H43As3Cl2IrN2OS. The level of theory is wB97M-V/def2-TZVPD.

Results
max |F| = 0.33 eV/A
charge = +3
HOMO = -14.78 eV
2S+1 = 1
frontier orbital gap = 0.207 Ha
lowest unoccupied orbital energy = -9.145 eV

```
77
Properties=species:S:1:pos:R:3:forces:R:3
Ir 0.219098 0.090347 0.372239 0.0 0.3 -0.1
C -2.651044 1.369340 2.194301 0.0 0.0 0.0
As -2.095383 0.928438 0.395359 0.0 -0.1 0.0
C -2.524334 2.561892 -0.546620 0.1 0.0 0.0
C -3.509400 -0.255178 -0.250258 0.0 0.0 0.1
C -3.354695 -1.786638 -0.206656 -0.1 -0.1 0.1
C -2.658293 -2.325679 -1.450510 -0.1 0.0 0.0
C -2.587437 -2.226025 1.053924 0.0 0.1 0.0
As -0.649652 -2.002757 1.112617 -0.1 -0.1 0.0
C 0.163329 -3.469598 0.165391 0.0 0.0 -0.1
C -0.257488 -2.348457 2.965163 0.0 0.0 0.0
C -4.766098 -2.399821 -0.077805 0.0 -0.1 0.0
As -6.239122 -2.327356 -1.441873 -0.1 0.0 0.0
C -5.908922 -0.671589 -2.451713 0.0 0.0 0.0
C -5.546521 -3.594489 -2.770453 0.0 0.0 0.0
H -3.712427 1.614898 2.188558 0.0 0.0 0.0
H -2.096152 2.244842 2.528868 0.0 0.0 0.0
H -2.472085 0.539731 2.875746 0.0 0.0 0.0
H -3.604023 2.694454 -0.476467 0.0 0.0 0.0
H -2.237818 2.512965 -1.595641 0.0 0.0 0.0
H -2.030798 3.409337 -0.075656 0.0 0.0 0.0
H -3.754311 0.077523 -1.258731 0.0 0.0 0.0
H -4.355047 0.035748 0.379526 0.0 0.0 0.0
H -1.640153 -1.945262 -1.544418 0.0 -0.1 0.0
H -3.210643 -2.048206 -2.347310 0.0 0.0 0.0
H -2.613184 -3.416390 -1.424059 0.0 0.0 0.0
H -2.714176 -3.300703 1.215105 0.0 0.0 0.0
H -2.977772 -1.731422 1.948165 0.0 0.0 0.0
H -0.370500 -4.384982 0.420286 0.0 0.0 0.0
H 1.203734 -3.565606 0.473518 0.0 0.0 0.0
H 0.101821 -3.306235 -0.907892 0.0 0.0 0.0
H -0.840816 -3.222402 3.256830 0.0 0.0 0.0
H -0.542466 -1.494309 3.571995 0.0 0.0 0.0
H 0.799909 -2.566122 3.099698 0.0 0.0 0.0
H -5.222700 -2.026131 0.843607 0.0 0.0 0.0
H -4.658486 -3.480041 0.068080 0.0 0.0 0.0
H -6.009209 0.204537 -1.811837 0.0 0.0 0.0
H -6.696542 -0.611120 -3.202486 0.0 0.0 0.0
H -4.949400 -0.662320 -2.973025 0.0 0.0 0.0
H -5.206859 -4.502346 -2.272237 0.0 0.0 0.0
H -4.747406 -3.190141 -3.390203 0.0 0.0 0.0
H -6.375704 -3.870657 -3.420152 0.0 0.0 0.0
C 4.077621 -1.721254 1.340483 0.0 0.1 0.0
C 4.475518 -2.215512 0.108648 0.0 0.0 0.0
C 3.682715 -1.977837 -1.004926 0.0 0.0 0.0
C 2.513893 -1.249752 -0.861134 0.2 -0.1 0.1
N 2.135261 -0.779263 0.340068 -0.1 -0.1 0.2
C 2.897210 -1.006428 1.414895 0.0 0.0 0.0
C 1.602320 -0.930720 -1.968805 -0.1 -0.1 -0.1
C 1.935000 -1.109261 -3.300538 0.0 0.0 0.0
C 1.020635 -0.775032 -4.286999 0.0 0.0 0.0
C -0.215898 -0.276785 -3.911348 0.0 0.0 0.0
C -0.489106 -0.123321 -2.568937 0.1 0.1 0.0
N 0.398933 -0.427821 -1.608238 -0.2 0.2 0.0
H 4.663325 -1.892234 2.232640 0.0 0.0 0.0
H 5.391516 -2.783237 0.012663 0.0 0.0 0.0
H 3.975725 -2.365335 -1.969465 0.0 0.0 0.0
H 2.523837 -0.609449 2.349315 0.0 -0.1 0.0
H 2.907556 -1.491682 -3.571654 0.0 0.0 0.0
H 1.270943 -0.904350 -5.331527 0.0 0.0 0.0
H -0.964621 -0.006485 -4.642370 0.0 0.0 0.0
H -1.452524 0.238831 -2.243239 0.0 0.1 0.0
C 0.201249 1.726264 4.724428 -0.1 0.1 0.0
S 0.665101 1.951714 3.023711 -0.1 0.0 0.0
C 2.432308 2.058306 3.219683 0.0 0.0 0.0
O 0.391978 0.537894 2.429636 0.2 0.0 -0.1
H 0.744092 0.882736 5.147350 0.0 0.0 0.0
H -0.873808 1.560233 4.755986 0.0 0.0 0.0
H 0.438728 2.648823 5.255771 0.0 0.0 0.0
H 2.646529 3.015856 3.698022 0.0 0.0 0.0
H 2.885724 2.034991 2.230200 0.0 0.0 0.0
H 2.795153 1.239286 3.838810 0.0 0.0 0.0
Cl 3.599901 1.653483 -1.043572 0.0 0.3 0.0
C 2.500708 3.013195 -1.077942 0.2 0.0 0.0
Cl 0.846334 2.567098 -0.470512 0.0 -0.2 0.1
H 2.363085 3.362591 -2.094559 0.0 0.0 0.0
H 2.865103 3.798579 -0.425012 -0.1 0.0 0.0
```
Positions in Å, forces in eV/Å.

Löwdin population analysis, charges in e, atoms 1 to 2: number 1, Ir, carries 0.785; number 2, C, carries -0.247



Computed DFT total energy, in the same sequence as the records: -1268.12681 -1850.36733 -9254.41604 Ha.
Computed relative energy (zero: lowest compared OMol25 entry of this formula, charge and spin), in the same sequence as the records: 1.353 2.670 0.000 eV.
Computed molar mass, in the same sequence as the records: 414.64 610.75 895.58 g/mol.